Computed, not measured: 2 unconnected molecules or ions with the total composition C5H9ClIOP at a distorted geometry, with the ωB97M-V functional and the def2-TZVPD basis.

```
18
Properties=species:S:1:pos:R:3
C -4.400 2.703 -0.382
C -3.519 1.942 -0.600
P -2.128 0.825 -0.702
Cl -2.906 -1.050 -0.915
I -0.656 1.344 -2.498
H -5.164 3.252 0.132
H -1.317 0.848 0.489
C 1.476 -1.997 0.941
C 1.264 -0.725 0.106
C 2.582 0.067 0.063
O 0.305 0.049 0.720
H 1.774 -1.763 1.965
H 0.565 -2.599 0.979
H 2.265 -2.624 0.504
H 1.083 -1.072 -0.938
H 2.911 0.359 1.062
H 2.478 0.974 -0.541
H 3.384 -0.534 -0.386
```

**HOMO level**: -7.03 eV
**Orbital gap**: 5.4 eV
**LUMO level**: -1.67 eV

***

Computed, not measured: a gas-phase ion, C4H13BN2O3P (charge -1) at a distorted geometry, with the ωB97M-V functional and the def2-TZVPD basis.

```
24
Properties=species:S:1:pos:R:3
C -1.287 0.227 1.888
N -1.744 -0.077 0.533
C -3.061 -0.702 0.500
C -0.774 -0.898 -0.212
O -0.390 -1.904 0.245
C -0.400 -0.376 -1.538
B 1.125 0.275 -1.750
P 2.307 0.301 -0.239
N 2.763 -1.039 0.410
O 1.637 1.335 0.878
O 3.666 1.142 -0.734
H -0.902 1.236 1.910
H -0.484 -0.415 2.225
H -2.105 0.207 2.589
H -3.814 0.048 0.299
H -3.331 -1.151 1.449
H -3.110 -1.476 -0.251
H -1.127 0.381 -1.782
H -0.549 -1.185 -2.234
H 1.000 1.418 -2.158
H 1.705 -0.365 -2.600
H 3.773 -1.101 0.368
H 1.378 2.156 0.435
H 3.724 1.961 -0.230
```

**HOMO level**: -4.24 eV
**Orbital gap**: 7.7 eV
**Charge**: -1
**LUMO level**: 3.42 eV

***

Computed, not measured: 2 unconnected molecules or ions with the total composition C3H5NO2S at a distorted geometry, with the ωB97M-V functional and the def2-TZVPD basis.

```
12
Properties=species:S:1:pos:R:3
C -0.137 -0.593 0.985
C -0.499 1.594 -0.642
C -0.103 -1.556 -0.133
N 0.567 2.311 -0.927
O -1.549 1.469 -1.138
O 0.031 -2.227 2.917
S -0.133 -0.783 2.541
H -0.545 -2.464 0.249
H 0.936 -1.608 -0.408
H -0.715 -1.175 -1.028
H 1.542 2.354 -0.569
H 0.605 2.678 -1.848
```

**HOMO level (alpha / beta)**: -8.54 / -9.12 eV
**Energy relative to the best compared isomer or geometry (same formula, charge and spin)**: 4.9215 eV
**Orbital gap (alpha / beta)**: 7.4 / 8.7 eV
**LUMO level (alpha / beta)**: -1.09 / -0.47 eV

***

Computed, not measured: a molecular structure, C15H31BeNO2P2 at a distorted geometry, with the ωB97M-V functional and the def2-TZVPD basis.

```
52
Properties=species:S:1:pos:R:3
P 0.927 -1.991 -2.155
P 0.334 2.017 -1.531
C 1.247 -0.278 -3.199
C 1.476 1.212 -2.763
H 0.465 -0.311 -4.016
H 2.102 -0.572 -3.793
H 2.523 1.463 -2.477
H 1.324 1.867 -3.647
C -0.974 2.993 -2.401
H -1.155 3.884 -1.788
H -1.915 2.428 -2.466
H -0.674 3.326 -3.398
C 1.376 3.319 -0.876
H 1.425 4.119 -1.624
H 2.372 2.934 -0.641
H 0.858 3.673 0.027
C -0.439 -3.218 -2.756
H -0.505 -4.063 -2.007
H -0.191 -3.629 -3.751
H -1.438 -2.736 -2.762
C 2.325 -2.959 -2.794
H 3.193 -2.303 -2.637
H 2.092 -3.108 -3.864
H 2.465 -3.922 -2.279
Be -1.176 -0.370 -3.440
C -0.018 1.250 -5.543
C -1.327 1.189 -5.155
C -2.394 0.642 -6.057
C -1.928 -0.671 -6.689
C -1.156 -1.525 -5.719
C 0.169 -1.723 -5.869
C 1.078 -0.821 -6.708
C 0.565 0.643 -6.799
C -0.615 -0.197 -0.899
H 0.685 1.953 -5.067
H -1.684 1.929 -4.440
H -2.596 1.422 -6.820
H -3.316 0.522 -5.473
H -2.835 -1.190 -7.021
H -1.395 -0.468 -7.631
H -1.739 -2.162 -5.037
H 0.669 -2.648 -5.504
H 1.179 -1.222 -7.730
H 2.095 -0.813 -6.272
H 1.441 1.251 -7.028
H -0.092 0.819 -7.662
H -1.248 0.606 -0.552
H 0.344 -0.311 -0.241
H -1.171 -1.094 -0.681
O -3.586 0.947 -1.406
N -3.397 -0.045 -2.003
O -2.487 0.206 -3.214
```

**HOMO level**: -5.57 eV
**Energy relative to the best compared isomer or geometry (same formula, charge and spin)**: 1.9940 eV
**Orbital gap**: 5.4 eV
**LUMO level**: -0.18 eV

***

Computed, not measured: a single C9H10O2 molecule at a distorted geometry, with the ωB97M-V functional and the def2-TZVPD basis.

```
21
Properties=species:S:1:pos:R:3
C -2.721 -0.666 0.504
C -1.684 0.239 -0.166
C -0.217 -0.022 -0.229
C 0.723 1.058 -0.044
C 0.341 2.502 0.009
C 2.072 0.770 -0.028
C 2.513 -0.580 -0.042
C 1.620 -1.630 -0.146
C 0.262 -1.313 -0.281
H -3.466 0.047 0.925
H -2.349 -1.243 1.396
H -2.974 -1.444 -0.233
H 0.218 2.778 -1.064
H -0.640 2.696 0.543
H 1.163 3.094 0.466
H 2.810 1.556 -0.122
H 3.605 -0.894 0.072
H 1.940 -2.652 -0.082
H -0.344 -3.208 -0.280
O -2.164 1.159 -0.789
O -0.708 -2.247 -0.409
```

**HOMO level**: -8.82 eV
**Energy relative to the best compared isomer or geometry (same formula, charge and spin)**: 0.7620 eV
**Orbital gap**: 9.3 eV
**LUMO level**: 0.52 eV
**SMILES string**: CC(=O)c1c(C)cccc1O

***

Computed, not measured: a molecular structure, C25H28ClIrN3O2P at a distorted geometry, with the ωB97M-V functional and the def2-TZVPD basis.

```
61
Properties=species:S:1:pos:R:3
Ir -1.026 0.453 -0.257
Cl -1.097 0.311 2.462
C 0.528 0.534 3.036
C 0.750 0.834 4.365
C 2.057 1.029 4.794
C 3.114 0.944 3.899
C 2.876 0.646 2.566
C 1.575 0.415 2.130
P 1.209 -0.068 0.431
C 2.661 0.366 -0.544
C 2.887 1.720 -0.809
C 4.024 2.100 -1.500
C 4.921 1.136 -1.943
C 4.697 -0.208 -1.673
C 3.561 -0.603 -0.985
C 1.133 -1.883 0.434
C 0.842 -2.483 -0.796
C 0.801 -3.861 -0.906
C 1.052 -4.649 0.212
C 1.321 -4.055 1.436
C 1.343 -2.672 1.560
H -0.077 0.922 5.057
H 2.243 1.263 5.832
H 4.126 1.116 4.237
H 3.696 0.590 1.863
H 2.175 2.466 -0.470
H 4.210 3.146 -1.701
H 5.793 1.430 -2.511
H 5.413 -0.954 -1.991
H 3.394 -1.648 -0.768
H 0.686 -1.852 -1.666
H 0.585 -4.324 -1.860
H 1.034 -5.727 0.125
H 1.523 -4.675 2.299
H 1.538 -2.218 2.523
N -1.502 0.586 -2.453
C -1.852 -0.671 -3.151
C -3.088 -1.334 -2.563
C -2.845 -2.032 -1.235
N -2.720 -1.072 -0.126
H -2.283 1.234 -2.532
H -0.709 1.023 -2.919
H -0.995 -1.344 -3.093
H -2.042 -0.456 -4.205
H -3.438 -2.080 -3.276
H -3.888 -0.596 -2.445
H -1.939 -2.639 -1.274
H -3.687 -2.702 -1.042
H -2.632 -1.583 0.750
H -3.579 -0.507 -0.062
O -0.895 2.846 -0.073
C -2.139 2.906 0.008
C -3.070 4.083 0.092
C -4.455 3.413 0.125
C -4.172 1.914 0.042
O -4.956 0.994 0.003
N -2.807 1.754 -0.005
H -2.925 4.735 -0.770
H -2.853 4.676 0.981
H -5.098 3.699 -0.706
H -5.003 3.609 1.047
```

**HOMO level (alpha / beta)**: -14.37 / -14.37 eV
**Energy relative to the best compared isomer or geometry (same formula, charge and spin)**: 1.8717 eV
**Orbital gap (alpha / beta)**: 6.7 / 6.7 eV
**Charge**: +2
**LUMO level (alpha / beta)**: -7.69 / -7.69 eV

***

What are the DFT total energy values for these records? In order: -1370.22491 -861.72305 -720.56563 -1492.44944 -499.40379 -2189.58270 Ha.